Version A
{"formula": "Br2H4Si2", "method": "ωB97M-V/def2-TZVPD", "symbols": ["Si", "Si", "Br", "Br", "H", "H", "H", "H"], "coordinates": [[0.6281, 0.6578, -0.8075], [-0.6437, -0.7609, 0.6511], [-2.6224, 0.2336, 0.6256], [0.3441, -0.9135, 2.6225], [1.8409, 0.7990, -0.0619], [0.3624, 2.1063, -1.2434], [1.0807, 0.0457, -2.2172], [-0.9901, -2.1680, 0.4308]], "gap_ha": 0.3786, "molar_mass_da": 220.0, "e_homo_ha": -0.374, "total_charge": 0}

***

Version B
{"formula": "Br2H4Si2", "method": "ωB97M-V/def2-TZVPD", "symbols": ["Si", "Si", "Br", "Br", "H", "H", "H", "H"], "coordinates": [[0.2437, -0.1735, 0.4632], [-1.9914, -0.4254, -0.4375], [-3.3723, 0.3813, 1.0863], [-2.5131, -2.5109, -1.0580], [1.3915, -0.3551, -0.5046], [0.3650, -1.4466, 1.2504], [0.3876, 0.8770, 1.6633], [-2.5019, 0.2052, -1.5880]], "gap_ha": 0.3773, "molar_mass_da": 220.0, "e_homo_ha": -0.376, "total_charge": 0}

***

Looking at the structures above, which would you pick as the most stable? I would pick version B.